(1)
Below is a 10-piece molecular cluster, C24H71N3O10 overall, with properties calculated with wB97M-V/def2-TZVPD.

## Properties
LUMO in eV: 0.39
Highest occupied orbital energy in eV: -9.20
Energy above the lowest of the compared OMol25 structures with the same formula, charge and spin in kcal per mole: 37.9
Frontier orbital gap in eV: 9.6
SMILES: COC[C@H](C)N.COC[C@H](C)N.COC[C@H](C)N.CCO.CCO.CCO.CCO.CCO.CCO.O

Element x y z (Å)
C: -0.87 -0.44 0.41
O: 0.42 -0.97 0.26
C: 0.88 -0.85 -1.09
C: 2.38 -1.11 -1.23
C: 2.75 -2.54 -0.84
N: 3.06 -0.25 -0.22
H: -1.06 -0.17 1.45
H: -1.61 -1.20 0.14
H: -1.07 0.48 -0.15
H: 0.20 -1.35 -1.79
H: 0.80 0.23 -1.25
H: 2.75 -0.94 -2.23
H: 2.41 -2.86 0.14
H: 3.82 -2.70 -0.99
H: 2.37 -3.23 -1.61
H: 2.49 -0.26 0.62
H: 3.92 -0.71 0.06
C: -0.81 3.48 -1.13
O: -0.65 2.98 0.18
C: 0.65 3.03 0.72
C: 0.57 2.48 2.15
C: -0.15 3.49 3.03
N: 1.91 2.22 2.72
H: -0.69 4.57 -1.14
H: -1.83 3.20 -1.37
H: -0.08 3.03 -1.82
H: 1.33 2.41 0.12
H: 1.03 4.06 0.69
H: 0.06 1.51 2.11
H: -1.19 3.65 2.74
H: 0.27 4.49 3.15
H: -0.29 3.20 4.08
H: 2.50 3.01 2.50
H: 1.83 2.09 3.72
C: -2.58 0.04 4.64
O: -3.32 1.16 4.22
C: -3.17 1.41 2.83
C: -4.48 1.20 2.06
C: -4.42 1.57 0.58
N: -5.59 1.91 2.74
H: -2.73 -0.81 3.97
H: -2.86 -0.24 5.67
H: -1.50 0.18 4.82
H: -2.91 2.47 2.80
H: -2.35 0.90 2.31
H: -4.73 0.13 2.03
H: -4.10 0.72 -0.03
H: -3.70 2.37 0.38
H: -5.45 1.71 0.26
H: -5.49 2.90 2.53
H: -5.33 1.93 3.72
C: 0.32 1.83 -4.18
C: -0.88 0.88 -4.33
O: -0.35 -0.45 -4.24
H: 1.07 1.75 -4.96
H: 0.71 1.66 -3.18
H: -0.09 2.85 -4.22
H: -1.37 1.07 -5.29
H: -1.52 1.02 -3.46
H: 0.22 -0.50 -5.03
C: -2.30 -3.16 -3.15
C: -3.60 -2.44 -3.44
O: -4.62 -3.43 -3.61
H: -1.69 -2.61 -2.42
H: -1.64 -3.12 -4.02
H: -2.40 -4.20 -2.84
H: -3.43 -1.76 -4.28
H: -3.96 -1.85 -2.59
H: -5.49 -3.03 -3.71
C: 0.19 -0.70 4.44
C: 1.35 -1.26 3.62
O: 0.84 -2.17 2.64
H: -0.42 -1.47 4.91
H: -0.41 -0.06 3.80
H: 0.64 -0.12 5.26
H: 2.10 -1.69 4.29
H: 1.84 -0.44 3.09
H: 0.76 -1.67 1.80
C: -4.01 -2.75 1.43
C: -4.26 -4.24 1.15
O: -5.66 -4.48 1.09
H: -4.52 -2.14 0.68
H: -2.94 -2.55 1.43
H: -4.33 -2.46 2.43
H: -3.72 -4.84 1.89
H: -3.81 -4.57 0.21
H: -6.00 -4.01 0.32
C: 4.62 0.13 -4.71
C: 4.83 0.45 -6.17
O: 4.08 -0.48 -7.00
H: 5.05 0.93 -4.10
H: 5.21 -0.71 -4.34
H: 3.57 -0.03 -4.47
H: 5.85 0.23 -6.52
H: 4.54 1.47 -6.43
H: 3.96 -0.05 -7.85
C: 4.75 -0.91 3.11
C: 5.36 -0.04 2.04
O: 5.78 -0.89 0.96
H: 3.91 -1.48 2.72
H: 4.30 -0.25 3.85
H: 5.46 -1.63 3.50
H: 6.28 0.49 2.32
H: 4.74 0.82 1.72
H: 6.43 -0.44 0.41
O: 3.54 2.33 -1.48
H: 4.45 2.11 -1.72
H: 3.21 1.51 -1.04

Atomic partial charges in e from the Löwdin method, atoms 1 to 99: atom 1 (C): -0.087, atom 2 (O): -0.223, atom 3 (C): -0.150, atom 4 (C): -0.353, atom 5 (C): -0.053, atom 6 (N): 0.057, atom 7 (H): 0.058, atom 8 (H): 0.087, atom 9 (H): 0.091, atom 10 (H): 0.113, atom 11 (H): 0.108, atom 12 (H): 0.128, atom 13 (H): 0.081, atom 14 (H): 0.079, atom 15 (H): 0.082, atom 16 (H): 0.070, atom 17 (H): 0.040, atom 18 (C): -0.079, atom 19 (O): -0.217, atom 20 (C): -0.200, atom 21 (C): -0.395, atom 22 (C): -0.066, atom 23 (N): 0.051, atom 24 (H): 0.096, atom 25 (H): 0.087, atom 26 (H): 0.060, atom 27 (H): 0.109, atom 28 (H): 0.137, atom 29 (H): 0.101, atom 30 (H): 0.058, atom 31 (H): 0.083, atom 32 (H): 0.078, atom 33 (H): 0.077, atom 34 (H): 0.065, atom 35 (C): -0.121, atom 36 (O): -0.168, atom 37 (C): -0.196, atom 38 (C): -0.421, atom 39 (C): -0.054, atom 40 (N): 0.040, atom 41 (H): 0.097, atom 42 (H): 0.100, atom 43 (H): 0.022, atom 44 (H): 0.113, atom 45 (H): 0.094, atom 46 (H): 0.117, atom 47 (H): 0.063, atom 48 (H): 0.069, atom 49 (H): 0.081, atom 50 (H): 0.073, atom 51 (H): 0.062, atom 52 (C): -0.091, atom 53 (C): -0.279, atom 54 (O): -0.103, atom 55 (H): 0.074, atom 56 (H): 0.046, atom 57 (H): 0.078, atom 58 (H): 0.110, atom 59 (H): 0.106, atom 60 (H): 0.081, atom 61 (C): -0.083, atom 62 (C): -0.313, atom 63 (O): -0.087, atom 64 (H): 0.050, atom 65 (H): 0.067, atom 66 (H): 0.077, atom 67 (H): 0.106, atom 68 (H): 0.100, atom 69 (H): 0.077, atom 70 (C): -0.103, atom 71 (C): -0.309, atom 72 (O): -0.083, atom 73 (H): 0.090, atom 74 (H): 0.031, atom 75 (H): 0.093, atom 76 (H): 0.104, atom 77 (H): 0.076, atom 78 (H): 0.031, atom 79 (C): -0.092, atom 80 (C): -0.305, atom 81 (O): -0.077, atom 82 (H): 0.065, atom 83 (H): 0.058, atom 84 (H): 0.070, atom 85 (H): 0.112, atom 86 (H): 0.104, atom 87 (H): 0.076, atom 88 (C): -0.092, atom 89 (C): -0.297, atom 90 (O): -0.107, atom 91 (H): 0.069, atom 92 (H): 0.077, atom 93 (H): 0.063, atom 94 (H): 0.111, atom 95 (H): 0.110, atom 96 (H): 0.069, atom 97 (C): -0.077, atom 98 (C): -0.309, atom 99 (O): -0.108



(2)
Below is a 12-piece molecular cluster, C24H72O24 overall, with properties calculated with wB97M-V/def2-TZVPD.

## Properties
LUMO in eV: 0.45
Highest occupied orbital energy in eV: -9.37
Energy above the lowest of the compared OMol25 structures with the same formula, charge and spin in kcal per mole: 11.1
Frontier orbital gap in eV: 9.8
SMILES: OCCO.OCCO.OCCO.OCCO.OCCO.OCCO.OCCO.OCCO.OCCO.OCCO.OCCO.OCCO

Element x y z (Å)
O: 7.10 14.46 8.07
C: 7.90 13.41 8.48
C: 7.16 12.53 9.59
O: 7.00 13.11 10.88
H: 7.31 15.22 8.61
H: 8.03 12.75 7.60
H: 8.90 13.75 8.86
H: 7.58 11.53 9.60
H: 6.16 12.38 9.19
H: 7.82 12.96 11.31
O: 6.61 17.56 13.44
C: 5.39 17.49 14.19
C: 5.65 16.79 15.53
O: 6.30 17.64 16.46
H: 6.75 16.71 13.00
H: 5.09 18.53 14.44
H: 4.61 16.93 13.62
H: 6.18 15.80 15.24
H: 4.72 16.63 16.09
H: 7.04 18.15 16.09
O: 14.10 14.86 14.97
C: 13.88 16.20 14.44
C: 14.00 17.15 15.56
O: 13.51 18.49 15.12
H: 14.84 14.82 15.63
H: 14.60 16.47 13.69
H: 12.97 16.16 13.94
H: 15.09 17.36 15.84
H: 13.44 16.76 16.42
H: 12.54 18.54 14.92
O: 9.46 12.95 12.15
C: 10.21 11.81 12.50
C: 11.56 12.27 12.89
O: 11.38 13.21 13.88
H: 9.63 13.70 12.68
H: 9.75 11.18 13.25
H: 10.34 11.23 11.59
H: 12.05 12.77 12.05
H: 12.17 11.38 13.25
H: 12.22 13.61 14.13
O: 7.03 16.15 18.59
C: 7.82 17.12 19.34
C: 8.70 16.38 20.24
O: 9.66 15.59 19.50
H: 6.62 16.64 17.83
H: 8.35 17.82 18.67
H: 7.12 17.80 19.93
H: 8.11 15.73 20.93
H: 9.32 16.98 20.95
H: 9.17 14.85 19.07
O: 11.02 20.15 14.29
C: 9.72 20.58 13.87
C: 8.87 20.67 15.15
O: 8.81 19.41 15.86
H: 11.59 20.04 13.55
H: 9.81 21.58 13.46
H: 9.39 19.98 13.06
H: 7.87 21.09 15.04
H: 9.51 21.36 15.70
H: 9.59 19.44 16.43
O: 10.44 16.65 17.29
C: 10.52 15.58 16.37
C: 9.66 15.86 15.17
O: 10.01 17.03 14.42
H: 10.24 16.18 18.11
H: 11.58 15.37 16.17
H: 10.06 14.65 16.72
H: 8.56 16.07 15.52
H: 9.80 14.98 14.49
H: 9.48 17.82 14.70
O: 6.82 8.10 12.97
C: 6.79 9.43 12.51
C: 6.05 10.37 13.42
O: 6.62 11.66 13.33
H: 6.14 7.61 12.44
H: 7.86 9.75 12.48
H: 6.43 9.45 11.46
H: 6.10 9.95 14.43
H: 4.92 10.43 13.17
H: 6.46 11.94 12.43
O: 10.91 18.70 11.75
C: 11.10 17.68 10.77
C: 10.99 16.27 11.41
O: 9.68 15.99 11.95
H: 10.73 18.21 12.59
H: 10.38 17.73 10.00
H: 12.15 17.74 10.40
H: 11.74 16.10 12.18
H: 11.18 15.56 10.61
H: 9.55 16.48 12.75
O: 6.01 15.82 11.46
C: 5.64 16.67 10.39
C: 6.83 17.55 9.90
O: 7.94 16.85 9.52
H: 6.24 14.94 11.14
H: 5.32 16.10 9.55
H: 4.86 17.35 10.67
H: 6.97 18.28 10.75
H: 6.37 18.07 9.06
H: 8.35 16.59 10.37
O: 14.02 20.10 17.58
C: 13.31 19.39 18.54
C: 11.76 19.84 18.60
O: 11.06 19.41 17.46
H: 13.69 19.84 16.71
H: 13.28 18.31 18.37
H: 13.79 19.63 19.46
H: 11.79 20.93 18.71
H: 11.27 19.50 19.46
H: 11.04 18.42 17.45
O: 6.13 13.12 15.82
C: 6.65 12.09 16.67
C: 6.90 12.67 18.01
O: 8.05 13.54 18.13
H: 6.28 12.77 14.92
H: 5.99 11.23 16.79
H: 7.62 11.74 16.25
H: 7.01 11.91 18.82
H: 5.94 13.25 18.20
H: 7.76 14.43 18.00

Atomic partial charges in e from the Löwdin method, atoms 1 to 99: atom 1 (O): -0.057, atom 2 (C): -0.246, atom 3 (C): -0.192, atom 4 (O): -0.084, atom 5 (H): 0.039, atom 6 (H): 0.121, atom 7 (H): 0.130, atom 8 (H): 0.108, atom 9 (H): 0.112, atom 10 (H): 0.020, atom 11 (O): -0.095, atom 12 (C): -0.218, atom 13 (C): -0.233, atom 14 (O): -0.091, atom 15 (H): 0.045, atom 16 (H): 0.130, atom 17 (H): 0.126, atom 18 (H): 0.135, atom 19 (H): 0.131, atom 20 (H): 0.073, atom 21 (O): -0.092, atom 22 (C): -0.230, atom 23 (C): -0.191, atom 24 (O): -0.101, atom 25 (H): 0.112, atom 26 (H): 0.120, atom 27 (H): 0.073, atom 28 (H): 0.158, atom 29 (H): 0.105, atom 30 (H): 0.078, atom 31 (O): -0.054, atom 32 (C): -0.231, atom 33 (C): -0.268, atom 34 (O): -0.056, atom 35 (H): 0.035, atom 36 (H): 0.119, atom 37 (H): 0.127, atom 38 (H): 0.130, atom 39 (H): 0.146, atom 40 (H): 0.076, atom 41 (O): -0.093, atom 42 (C): -0.225, atom 43 (C): -0.206, atom 44 (O): -0.086, atom 45 (H): 0.049, atom 46 (H): 0.114, atom 47 (H): 0.146, atom 48 (H): 0.140, atom 49 (H): 0.136, atom 50 (H): 0.070, atom 51 (O): -0.067, atom 52 (C): -0.207, atom 53 (C): -0.173, atom 54 (O): -0.092, atom 55 (H): 0.058, atom 56 (H): 0.119, atom 57 (H): 0.088, atom 58 (H): 0.124, atom 59 (H): 0.123, atom 60 (H): 0.034, atom 61 (O): -0.081, atom 62 (C): -0.217, atom 63 (C): -0.181, atom 64 (O): -0.111, atom 65 (H): 0.022, atom 66 (H): 0.112, atom 67 (H): 0.124, atom 68 (H): 0.156, atom 69 (H): 0.111, atom 70 (H): 0.089, atom 71 (O): -0.066, atom 72 (C): -0.279, atom 73 (C): -0.227, atom 74 (O): -0.084, atom 75 (H): 0.110, atom 76 (H): 0.121, atom 77 (H): 0.130, atom 78 (H): 0.114, atom 79 (H): 0.151, atom 80 (H): 0.055, atom 81 (O): -0.084, atom 82 (C): -0.200, atom 83 (C): -0.192, atom 84 (O): -0.075, atom 85 (H): 0.070, atom 86 (H): 0.091, atom 87 (H): 0.133, atom 88 (H): 0.100, atom 89 (H): 0.122, atom 90 (H): 0.023, atom 91 (O): -0.078, atom 92 (C): -0.211, atom 93 (C): -0.261, atom 94 (O): -0.056, atom 95 (H): 0.063, atom 96 (H): 0.105, atom 97 (H): 0.114, atom 98 (H): 0.133, atom 99 (H): 0.121



no.,E (eV)
1,-50979.9489
2,-75190.8427